# 1
76
Properties=species:S:1:pos:R:3:forces:R:3:lowdin_charge:R:1 method="wB97M-V/def2-TZVPD" total_charge=0 e_lumo_ev="-0.581 / -1.712" homo_ev="-7.275 / -7.279" s_squared=0.76 multiplicity=2
Fe 1.2604 0.2492 0.8205 0.38 0.39 -0.06 0.555
Cl 0.5474 -6.7090 2.5991 0.04 0.09 -0.03 0.629
C 1.0408 -5.0730 2.2365 0.08 -0.12 -0.06 -0.677
C 2.2434 -4.8498 1.5357 0.00 0.00 0.02 -0.094
C 2.6556 -3.5793 1.2478 0.11 -0.04 0.14 0.006
C 1.9082 -2.4339 1.6557 0.24 0.16 0.03 -0.358
O 2.3632 -1.2628 1.4119 0.23 -0.15 0.14 -0.109
C 0.6859 -2.6929 2.3411 -0.25 -0.12 -0.11 -0.169
C -0.1233 -1.6152 2.7912 0.05 -0.15 0.34 -0.065
N 0.1600 -0.3858 2.5439 -0.89 0.15 -1.07 0.049
C -0.5394 0.6753 3.1277 0.29 -0.08 0.03 -0.239
C -1.7179 0.6495 3.8220 -0.21 0.00 0.05 -0.033
C -2.2691 1.8410 4.3421 0.05 -0.06 -0.06 -0.062
C -1.6303 3.0385 4.1871 0.04 0.00 -0.05 -0.031
C -0.4026 3.0939 3.4826 0.02 0.08 0.13 -0.167
C 0.3157 4.2922 3.2572 -0.10 0.04 0.01 -0.008
C 1.4647 4.2591 2.5291 0.11 -0.07 0.03 -0.035
C 1.9196 3.0207 2.0259 0.27 -0.04 0.13 -0.102
N 1.2965 1.8875 2.2248 -0.03 -0.16 -0.22 0.073
C 0.1335 1.9099 2.9491 0.21 0.14 0.07 -0.168
C 0.2788 -4.0165 2.6271 -0.07 0.12 0.04 -0.079
H 2.8444 -5.7001 1.2381 -0.04 0.01 -0.05 0.105
H 3.5734 -3.3991 0.7023 -0.01 -0.01 0.03 0.119
H -0.9806 -1.8798 3.4170 0.12 0.05 0.17 0.129
H -2.2571 -0.2799 3.9497 -0.01 0.02 0.00 0.105
H -3.2200 1.7984 4.8572 0.02 -0.01 0.02 0.108
H -2.0576 3.9543 4.5765 0.02 -0.02 0.01 0.114
H -0.0704 5.2241 3.6533 0.00 -0.01 -0.01 0.121
H 2.0281 5.1578 2.3200 0.01 -0.03 0.01 0.110
H 2.8329 2.9656 1.4438 -0.09 0.03 -0.10 0.117
H -0.6436 -4.1844 3.1725 0.01 0.02 -0.03 0.112
C 4.8244 0.0983 -1.1680 0.00 -0.01 0.04 -0.040
C 4.1252 0.4576 -0.0156 0.08 0.27 0.07 -0.126
N 2.8688 0.7816 -0.3082 -0.08 -0.49 -0.05 -0.002
N 2.7348 0.6127 -1.6393 0.15 0.15 -0.10 0.028
C 3.8898 0.2040 -2.1799 0.05 0.06 0.00 -0.045
B 1.3736 0.8274 -2.3118 0.04 0.08 -0.04 -0.668
N 0.4855 -0.3861 -1.9869 0.11 -0.16 -0.17 0.022
C -0.5774 -0.9044 -2.6224 0.03 0.01 -0.01 -0.079
C -1.0536 -1.9605 -1.8744 0.02 -0.05 0.09 -0.066
C -0.2163 -1.9905 -0.7530 0.06 -0.10 -0.11 -0.135
N 0.7064 -1.0315 -0.8223 -0.57 0.12 0.41 0.048
N 0.6862 2.0227 -1.6339 -0.02 0.04 -0.01 0.039
C 0.3684 3.2555 -2.0609 -0.02 -0.09 0.04 -0.051
C -0.3204 3.8918 -1.0493 -0.03 0.02 0.03 -0.040
C -0.3673 2.9503 -0.0189 -0.16 -0.05 -0.07 -0.181
N 0.2416 1.8231 -0.3683 0.11 0.09 0.28 0.009
N 1.5864 0.9866 -3.8124 -0.19 0.01 0.03 -0.014
C 1.4952 0.0516 -4.7918 0.03 0.00 0.04 -0.097
C 1.9417 0.6174 -5.9588 0.08 0.07 -0.03 -0.070
C 2.3079 1.9257 -5.5866 0.00 0.00 -0.02 -0.159
N 2.1013 2.1415 -4.2993 -0.06 -0.11 -0.02 0.071
H 5.8540 -0.2039 -1.2541 -0.03 0.05 0.01 0.093
H 4.4650 0.5051 1.0068 -0.04 -0.12 -0.01 0.116
H 3.9795 0.0390 -3.2420 -0.03 0.03 0.03 0.125
H -0.9287 -0.4893 -3.5538 0.06 -0.04 0.02 0.129
H -1.8892 -2.6032 -2.0962 0.04 0.02 0.01 0.103
H -0.2276 -2.6674 0.0858 -0.08 0.06 -0.03 0.105
H 0.6632 3.5829 -3.0423 0.00 -0.03 0.00 0.106
H -0.7307 4.8874 -1.0633 0.00 -0.05 0.02 0.094
H -0.8403 3.0305 0.9459 0.01 0.04 -0.02 0.097
H 1.1369 -0.9445 -4.5915 0.03 0.04 0.01 0.114
H 2.0022 0.1576 -6.9307 -0.01 0.01 0.03 0.089
H 2.7100 2.7156 -6.2029 -0.01 -0.03 0.02 0.098
Se -2.5243 0.1942 0.3282 -0.09 0.00 -0.04 0.926
C -3.9213 -0.9173 -0.2474 -0.11 -0.02 0.01 -0.675
C -4.2854 -2.0476 0.4920 -0.05 -0.04 -0.05 -0.133
C -5.3302 -2.8539 0.0673 0.03 0.02 -0.02 -0.084
C -6.0161 -2.5444 -1.1015 0.02 0.02 0.00 -0.082
C -5.6531 -1.4299 -1.8500 0.03 0.00 0.02 -0.084
C -4.6136 -0.6172 -1.4257 -0.05 -0.07 0.00 -0.136
H -3.7415 -2.2852 1.3976 0.00 0.01 -0.01 0.091
H -5.6085 -3.7269 0.6440 0.00 0.02 0.00 0.104
H -6.8357 -3.1716 -1.4289 0.02 0.00 -0.01 0.103
H -6.1821 -1.1955 -2.7653 0.00 0.00 0.02 0.104
H -4.3257 0.2550 -1.9983 0.00 -0.01 0.01 0.095

# 2
43
Properties=species:S:1:pos:R:3:forces:R:3:lowdin_charge:R:1 method="wB97M-V/def2-TZVPD" total_charge=-1 e_lumo_ev="2.381 / 1.775" homo_ev="-3.187 / -5.363" s_squared=6.09 multiplicity=5
Os 0.5413 -0.4629 1.8812 2.66 -2.32 -0.55 1.561
Se -2.4961 3.3038 0.6040 -0.09 -0.11 0.29 0.976
N -3.3670 3.1672 2.1649 -0.43 0.20 0.50 -0.298
C -2.8141 2.1760 2.8591 -0.20 0.50 -0.53 -0.420
C -3.1889 1.7531 4.1342 -0.17 0.05 0.24 -0.048
C -2.5194 0.6644 4.6769 0.17 -0.20 -0.05 -0.099
C -1.5051 0.0449 3.9751 -0.26 -0.34 0.90 -0.169
N -1.0748 0.4496 2.7654 -0.52 0.39 0.08 -0.132
C -1.7184 1.4898 2.1987 -0.36 1.06 -1.28 -0.454
N -1.4038 1.9535 1.0011 0.35 -0.50 0.36 -0.277
H -3.9777 2.2600 4.6661 -0.11 0.06 0.03 0.098
H -2.7859 0.2882 5.6533 0.02 -0.08 0.04 0.093
H -1.0227 -0.8353 4.3820 0.10 0.09 0.01 0.088
C 1.8662 -1.5640 1.0462 -1.85 1.54 1.31 -0.064
C 2.2856 -1.7095 -0.2501 1.06 -0.55 -1.81 -0.360
C 3.2481 -0.7864 -0.7615 -0.47 -0.31 0.49 -0.057
C 3.5638 -0.7729 -2.0939 0.17 -0.19 -0.22 -0.097
C 3.0111 -1.7085 -2.9663 -0.06 -0.05 0.07 -0.103
C 2.1239 -2.6622 -2.4760 0.18 0.01 -0.39 -0.105
C 1.7639 -2.6812 -1.1510 0.01 0.36 0.77 -0.050
H 3.6532 -0.0663 -0.0694 0.08 0.18 -0.03 0.113
H 4.2553 -0.0343 -2.4739 0.07 0.07 0.00 0.099
H 3.2815 -1.6995 -4.0114 -0.01 0.00 -0.10 0.089
H 1.7187 -3.4082 -3.1476 -0.07 0.00 -0.02 0.098
H 1.0627 -3.4104 -0.7729 -0.08 -0.05 -0.01 0.110
O 1.7495 0.0227 3.6498 -0.44 0.91 -1.28 -0.167
N 1.7661 -1.0078 4.3882 -0.15 -0.58 0.41 -0.602
O 2.4385 -1.0207 5.3870 0.53 0.13 0.58 0.050
O 1.0576 -1.9564 4.0385 -0.53 -0.46 -0.30 -0.070
Br -3.1456 -1.3363 -4.5931 -0.01 0.02 0.03 0.700
C -1.8876 -0.1390 -3.8127 -0.05 -0.07 -0.22 -0.672
C -1.4460 0.9414 -4.5587 0.01 -0.03 -0.02 -0.137
C -0.4984 1.7879 -4.0069 0.05 0.04 -0.04 -0.074
C -0.0195 1.5648 -2.7292 -0.04 -0.08 0.20 -0.007
C -0.4899 0.4875 -1.9900 -0.12 0.07 -0.19 -0.120
C -1.4222 -0.3837 -2.5378 0.00 0.06 0.03 -0.056
C 0.0054 0.2695 -0.6047 0.69 0.61 -0.37 -0.676
O 0.9641 0.9276 -0.1712 -0.22 -0.10 -0.03 -0.044
O -0.5696 -0.6342 0.0797 0.12 -0.40 1.10 -0.144
H -1.8215 1.1221 -5.5560 -0.05 -0.08 -0.01 0.095
H -0.1287 2.6205 -4.5884 -0.01 0.08 -0.01 0.102
H 0.7086 2.2132 -2.2688 0.10 0.08 0.01 0.120
H -1.7622 -1.2281 -1.9598 -0.07 -0.05 0.03 0.115

# 3
23
Properties=species:S:1:pos:R:3:forces:R:3:lowdin_charge:R:1 method="wB97M-V/def2-TZVPD" total_charge=0 e_lumo_ev=0.418 smiles="CS[C@@]1(C)N=CC=C[C@@H]1C" homo_ev=-8.376
C -2.1860 1.4096 0.5141 0.37 -1.33 1.84 -0.403
S -2.1088 -0.3511 0.5097 0.46 -1.40 -0.36 0.899
C -0.4464 -0.7418 -0.2686 -0.71 0.01 3.38 -0.710
C -0.5582 -2.2568 -0.4744 0.81 -1.25 -0.78 -0.134
N -0.4692 -0.0895 -1.5178 0.48 0.55 -1.36 0.051
C 0.0004 1.0908 -1.6101 0.71 1.13 -0.09 -0.153
C 0.6174 1.8800 -0.5141 -0.41 -5.21 0.94 -0.062
C 0.9660 1.2071 0.5911 -0.30 0.01 -1.11 -0.062
C 0.7496 -0.2742 0.7519 -2.29 1.12 -1.25 -0.341
C 2.0071 -1.0276 0.6182 0.53 -1.75 -0.36 -0.078
H -3.2228 1.5056 0.7667 -0.45 1.08 -0.04 0.026
H -1.8383 1.7515 -0.4045 -0.18 1.04 -1.70 -0.005
H -1.4780 1.7144 1.2710 -0.36 0.75 0.38 0.027
H -1.2629 -2.4839 -1.2812 -0.27 0.46 0.27 0.069
H -0.7928 -3.0431 0.3486 0.79 1.98 -0.92 0.118
H 0.3954 -2.4391 -1.0042 -0.12 -0.79 0.58 0.075
H 0.0219 1.6723 -2.5621 -0.49 -1.01 0.30 0.122
H 0.8534 2.8280 -0.6788 0.73 4.09 -0.54 0.056
H 1.3806 1.6720 1.4555 0.58 0.59 0.36 0.110
H 0.4495 -0.2851 1.7867 -0.80 -0.90 0.40 0.125
H 2.3772 -0.9788 -0.4021 0.33 0.23 -0.12 0.090
H 1.7988 -2.1143 0.7829 0.42 0.82 0.24 0.093
H 2.7460 -0.6459 1.3217 0.19 -0.21 -0.08 0.088

# 4
34
Properties=species:S:1:pos:R:3:forces:R:3:lowdin_charge:R:1 method="wB97M-V/def2-TZVPD" total_charge=0 e_lumo_ev=0.414 smiles=CCOCCOCCOC[C@](Cl)(C#N)CC#N homo_ev=-9.658
C 0.3822 2.7887 4.0315 -0.66 0.02 -1.05 -0.089
C -0.4074 3.3816 2.7346 -0.11 0.48 1.33 -0.260
O 0.5345 3.9850 1.8026 -0.70 -1.78 -0.38 -0.207
C 0.9763 3.0324 0.8037 0.44 0.36 -1.61 -0.163
C -0.1378 2.8028 -0.3718 0.34 -0.11 0.41 -0.160
O -0.1700 1.3734 -0.7210 -1.68 0.99 -0.21 -0.197
C -1.4545 1.0629 -1.3295 -0.43 -0.34 0.29 -0.185
C -1.7016 -0.5362 -1.4924 -0.82 1.54 0.52 -0.173
O -0.5736 -1.2334 -2.0731 -1.02 -1.24 0.77 -0.178
C -0.7271 -2.6826 -1.9398 -1.32 0.22 0.08 -0.187
C 0.4875 -3.3800 -1.1390 1.13 1.36 0.06 -0.663
Cl -0.1703 -4.1887 0.3737 0.09 0.73 -0.89 0.659
C 1.4992 -2.2356 -0.6652 2.75 2.87 0.24 -0.166
N 2.3108 -1.3610 -0.4394 -4.58 -5.03 -1.14 0.159
C 1.3366 -4.4574 -1.9949 1.15 -0.82 1.61 -0.126
C 1.9124 -5.5400 -0.9265 1.73 -1.79 2.26 -0.230
N 2.3962 -6.2471 -0.0690 -2.65 3.80 -4.90 0.108
H 0.9134 1.8235 3.6872 -0.80 1.48 0.87 0.076
H 1.1521 3.5451 4.4116 -1.19 -1.07 -0.60 0.081
H -0.4076 2.5787 4.8426 1.38 0.12 -1.16 0.078
H -1.1233 4.2314 3.0707 1.27 -1.37 -0.55 0.127
H -1.0671 2.5691 2.2596 1.11 1.07 0.51 0.118
H 1.3080 2.0293 1.2470 -0.64 1.33 -0.60 0.131
H 1.8813 3.5181 0.2620 -1.39 -0.83 1.25 0.136
H -1.1669 3.1521 0.0230 1.52 -0.53 -0.62 0.120
H 0.1277 3.3905 -1.3331 -0.44 -0.75 1.62 0.135
H -2.2836 1.4199 -0.5921 1.12 -0.63 -1.28 0.130
H -1.6223 1.6420 -2.3163 0.50 -1.00 1.34 0.135
H -2.6536 -0.6226 -2.1583 1.57 -0.03 1.01 0.140
H -1.9799 -0.9173 -0.4336 0.72 0.30 -1.69 0.138
H -0.9009 -3.1449 -2.9851 0.66 0.64 1.62 0.145
H -1.6880 -2.8857 -1.3221 1.67 0.17 -1.06 0.112
H 2.2672 -3.9297 -2.4104 -1.49 -0.83 0.44 0.131
H 0.7501 -4.9643 -2.8371 0.74 0.69 1.50 0.125

# 5
21
Properties=species:S:1:pos:R:3:forces:R:3:lowdin_charge:R:1 method="wB97M-V/def2-TZVPD" total_charge=0 e_lumo_ev="-0.807 / -0.996" homo_ev="-7.921 / -7.221"
C -2.5458 -1.4972 -0.7537 -0.15 -1.87 -0.71 -0.058
C -2.6858 -0.2139 -0.2669 0.19 -0.19 1.15 -0.099
C -1.3055 -1.8408 -1.3674 -2.20 -1.53 -0.25 -0.069
C -1.5742 0.5987 -0.2049 0.61 1.02 0.53 -0.005
C -0.1963 -1.0635 -1.2610 -0.57 -0.68 0.28 -0.126
C -0.2836 0.1255 -0.5866 -1.05 1.56 -0.88 -0.267
C 2.1317 2.3476 1.0499 -1.99 1.80 -0.75 -0.032
C 0.9357 0.8096 -0.3038 0.43 -1.66 1.84 -0.592
N 1.3888 -1.0740 1.1827 -1.83 1.76 -3.26 -0.357
O 0.6545 -2.0089 0.9945 -0.16 -1.21 0.55 0.000
O 2.1123 -0.8868 2.0879 1.93 0.06 2.66 0.011
O 0.8753 1.7343 0.6070 0.94 0.13 0.11 -0.093
Br 2.5541 0.4110 -1.2862 -0.66 0.69 0.14 0.879
H -3.3823 -2.2842 -0.6001 1.54 1.50 -0.64 0.137
H -3.5517 0.0967 0.3263 0.02 -0.07 -0.70 0.113
H -1.1887 -2.8015 -1.8982 -0.25 0.43 0.60 0.118
H -1.7658 1.5992 0.2311 0.75 -0.68 -0.26 0.127
H 0.7307 -1.5325 -1.4716 0.67 0.08 -0.57 0.075
H 2.5451 2.6385 0.0707 0.55 0.75 1.17 0.063
H 2.7408 1.7459 1.6367 1.05 -2.02 0.39 0.057
H 1.8106 3.0962 1.8138 0.17 0.13 -1.38 0.118

Ordered total energy results: -6084.9570, -6392.4209, -765.4938, -1224.5573, -3163.9295; unit Ha.